[1]
Below is C19H16CrIN2O as an isolated structure in a non-equilibrium geometry, with properties calculated with ωB97M-V/def2-TZVPD.

Last column: natural (NBO) charge in e.
Atoms and positions in Å:
Cr1 0.00 0.00 0.00  0.513
C1 -1.11 2.18 -0.85  -0.216
C2 -0.99 2.34 0.51  -0.213
C3 -1.64 1.47 1.37  -0.246
C4 -2.41 0.45 0.86  -0.266
C5 -2.52 0.28 -0.51  -0.127
C6 -1.88 1.15 -1.37  -0.197
H1 -0.61 2.86 -1.52  0.235
H2 -0.40 3.15 0.90  0.232
H3 -1.55 1.60 2.43  0.231
H4 -2.93 -0.22 1.53  0.242
H5 -3.12 -0.53 -0.91  0.240
H6 -2.00 1.05 -2.43  0.246
I1 -0.96 -1.66 1.73  0.388
C7 -1.66 -2.88 0.21  -0.122
C8 -2.35 -4.06 0.50  -0.261
C9 -2.81 -4.86 -0.54  -0.226
C10 -2.59 -4.48 -1.87  -0.184
C11 -1.90 -3.30 -2.17  0.021
C12 -1.66 -2.88 -3.49  -0.257
C13 -0.98 -1.69 -3.75  -0.200
C14 -0.52 -0.90 -2.69  -0.255
C15 -0.75 -1.31 -1.37  -0.114
C16 -1.44 -2.49 -1.11  -0.223
H7 -2.52 -4.37 1.53  0.216
H8 -3.34 -5.78 -0.32  0.215
H9 -2.96 -5.12 -2.67  0.208
H10 -2.01 -3.48 -4.33  0.206
H11 -0.80 -1.38 -4.77  0.205
H12 0.01 0.02 -2.88  0.230
N1 2.75 0.42 1.10  -0.290
C17 3.54 0.28 2.20  -0.025
C18 2.74 -0.26 3.18  -0.336
C19 1.49 -0.41 2.56  -0.005
N2 1.49 0.00 1.29  -0.275
H13 3.00 0.78 0.18  0.450
H14 4.58 0.58 2.19  0.229
H15 3.02 -0.51 4.19  0.238
H16 0.57 -0.80 2.98  0.190
O1 1.23 0.00 -1.06  -0.698

Results
HOMO energy (alpha / beta) = -0.2351 / -0.2196 Eh
Expectation value of S² = 0.797
Max |F| = 0.0732 hartree/bohr
Spin multiplicity = 2
E_tot = -2260.31357 a.u.
E_LUMO (alpha / beta) = 0.33 / 0.32 eV
Kohn-Sham gap (alpha / beta) = 6.7 / 6.3 eV
ΔE to the lowest compared entry with this formula, charge and spin = 117.8 kcal per mole

[2]
Below is a 8-piece molecular cluster, C3H22NO7S overall, with properties calculated with ωB97M-V/def2-TZVPD.

Last column: natural (NBO) charge in e.
Atoms and positions in Å:
C1 0.10 -0.27 3.68  -0.413
N1 -0.48 0.32 2.47  -0.659
C2 0.49 1.02 1.60  -0.239
C3 0.08 0.87 0.16  -0.540
S1 1.10 1.81 -1.04  -0.736
H1 -0.02 0.41 4.53  0.172
H2 1.16 -0.48 3.54  0.173
H3 -0.46 -1.18 3.92  0.204
H4 -1.08 -0.33 2.00  0.368
H5 0.50 2.04 2.00  0.158
H6 1.52 0.69 1.74  0.186
H7 -1.00 1.02 0.07  0.194
H8 0.34 -0.14 -0.13  0.161
H9 -2.14 2.88 -0.34  0.492
H10 -1.88 2.56 -1.84  0.467
O1 -2.58 2.75 -1.21  -0.999
H11 -0.87 0.37 -3.25  0.477
H12 0.56 0.68 -3.48  0.509
O2 -0.12 0.04 -3.75  -0.980
H13 0.09 -3.84 -0.87  0.475
H14 -1.12 -3.34 -1.45  0.479
O3 -0.81 -4.16 -1.04  -0.947
H15 -0.61 -3.44 0.91  0.478
H16 0.44 -2.67 1.68  0.477
O4 -0.35 -3.22 1.82  -0.967
H17 -1.03 2.73 1.50  0.487
H18 -0.55 3.76 0.49  0.496
O5 -1.33 3.52 1.02  -0.953
H19 2.61 -0.80 -0.32  0.493
H20 2.21 -2.22 -0.55  0.478
O6 2.51 -1.64 0.16  -0.974
H21 0.19 -1.28 -1.27  0.478
H22 0.28 -1.56 -2.78  0.514
O7 0.59 -1.88 -1.91  -1.010

Results
HOMO energy = -0.1514 Eh
Max |F| = 0.0179 hartree/bohr
Spin multiplicity = 1
E_tot = -1107.17874 a.u.
E_LUMO = 2.95 eV
Kohn-Sham gap = 7.1 eV
ΔE to the lowest compared entry with this formula, charge and spin = 3.9 kcal per mole
Charge = -1

Please write out number 1 again, unchanged.
Below is C19H16CrIN2O as an isolated structure in a non-equilibrium geometry, with properties calculated with ωB97M-V/def2-TZVPD.

Last column: natural (NBO) charge in e.
Atoms and positions in Å:
Cr1 0.00 0.00 0.00  0.513
C1 -1.11 2.18 -0.85  -0.216
C2 -0.99 2.34 0.51  -0.213
C3 -1.64 1.47 1.37  -0.246
C4 -2.41 0.45 0.86  -0.266
C5 -2.52 0.28 -0.51  -0.127
C6 -1.88 1.15 -1.37  -0.197
H1 -0.61 2.86 -1.52  0.235
H2 -0.40 3.15 0.90  0.232
H3 -1.55 1.60 2.43  0.231
H4 -2.93 -0.22 1.53  0.242
H5 -3.12 -0.53 -0.91  0.240
H6 -2.00 1.05 -2.43  0.246
I1 -0.96 -1.66 1.73  0.388
C7 -1.66 -2.88 0.21  -0.122
C8 -2.35 -4.06 0.50  -0.261
C9 -2.81 -4.86 -0.54  -0.226
C10 -2.59 -4.48 -1.87  -0.184
C11 -1.90 -3.30 -2.17  0.021
C12 -1.66 -2.88 -3.49  -0.257
C13 -0.98 -1.69 -3.75  -0.200
C14 -0.52 -0.90 -2.69  -0.255
C15 -0.75 -1.31 -1.37  -0.114
C16 -1.44 -2.49 -1.11  -0.223
H7 -2.52 -4.37 1.53  0.216
H8 -3.34 -5.78 -0.32  0.215
H9 -2.96 -5.12 -2.67  0.208
H10 -2.01 -3.48 -4.33  0.206
H11 -0.80 -1.38 -4.77  0.205
H12 0.01 0.02 -2.88  0.230
N1 2.75 0.42 1.10  -0.290
C17 3.54 0.28 2.20  -0.025
C18 2.74 -0.26 3.18  -0.336
C19 1.49 -0.41 2.56  -0.005
N2 1.49 0.00 1.29  -0.275
H13 3.00 0.78 0.18  0.450
H14 4.58 0.58 2.19  0.229
H15 3.02 -0.51 4.19  0.238
H16 0.57 -0.80 2.98  0.190
O1 1.23 0.00 -1.06  -0.698

Results
HOMO energy (alpha / beta) = -0.2351 / -0.2196 Eh
Expectation value of S² = 0.797
Max |F| = 0.0732 hartree/bohr
Spin multiplicity = 2
E_tot = -2260.31357 a.u.
E_LUMO (alpha / beta) = 0.33 / 0.32 eV
Kohn-Sham gap (alpha / beta) = 6.7 / 6.3 eV
ΔE to the lowest compared entry with this formula, charge and spin = 117.8 kcal per mole

Q: Which of these has the lowest E_tot?
A: C19H16CrIN2O

Q: ΔE to the lowest compared entry with this formula, charge and spin of number 2 (C3H22NO7S)?
A: 3.9 kcal per mole

Q: The highest E_tot belongs to which entry?
A: C3H22NO7S